# 1
ORCA calculation (wB97M-V/def2-TZVPD) on a cluster of 5 separate species, C35H74BrNO10S in total at a distorted geometry.

```
122
Properties=species:S:1:pos:R:3:lowdin_charge:R:1
C 2.03 3.00 3.84 0.050
C 3.13 2.28 3.87 -0.097
C 4.35 1.21 3.72 -0.116
C 3.95 -0.11 2.89 -0.283
O 3.34 0.33 1.65 -0.230
C 4.12 -0.03 0.47 -0.439
C 4.04 -1.62 0.22 -0.127
C 3.81 -2.07 -1.32 -0.207
C 4.03 -3.69 -1.50 -0.184
C 2.67 -4.54 -1.29 -0.162
C 2.16 -5.11 -2.74 -0.154
O 3.00 -6.29 -3.06 -0.124
C 2.15 -7.48 -3.04 -0.380
C 2.05 -8.29 -1.64 -0.008
O 1.51 -7.91 -4.05 0.046
C 3.34 0.67 -0.79 -0.113
C 3.03 2.25 -0.47 -0.177
C 1.50 2.45 0.09 -0.167
C 0.58 2.72 -1.23 -0.238
O -0.81 2.75 -0.80 -0.243
C -1.71 2.34 -1.88 -0.114
C 5.62 0.59 0.44 -0.367
S 6.72 -0.23 -0.87 0.817
C 6.69 0.79 -2.44 -0.517
C 8.26 0.95 -2.90 -0.179
C 2.82 -1.06 3.64 -0.649
Br 1.07 -0.42 2.98 0.858
C 2.92 -0.88 5.27 -0.233
N 4.26 -1.27 5.82 -0.015
O 3.20 -2.41 3.35 -0.189
C 2.13 -3.33 3.06 -0.249
C 1.13 -3.65 4.31 -0.139
C -0.11 -4.49 3.64 -0.230
O -1.03 -5.04 4.62 -0.203
C -2.22 -4.22 4.75 -0.250
C -3.27 -4.37 3.52 -0.093
H 1.00 3.50 3.87 0.054
H 5.15 1.77 3.09 0.118
H 4.83 1.02 4.75 0.112
H 4.90 -0.75 2.75 0.159
H 3.08 -1.99 0.80 0.118
H 5.00 -2.15 0.62 0.124
H 2.68 -1.90 -1.56 0.114
H 4.47 -1.52 -2.08 0.079
H 4.32 -3.82 -2.62 0.112
H 4.92 -4.10 -0.89 0.113
H 1.82 -3.98 -0.75 0.108
H 2.93 -5.47 -0.63 0.104
H 2.32 -4.34 -3.59 0.137
H 1.07 -5.52 -2.70 0.133
H 2.41 -9.38 -1.70 0.094
H 2.69 -7.73 -0.87 0.071
H 0.94 -8.31 -1.29 0.099
H 2.28 0.20 -0.95 0.126
H 3.97 0.66 -1.76 0.100
H 3.71 2.65 0.37 0.102
H 3.16 2.92 -1.40 0.106
H 1.13 1.49 0.64 0.086
H 1.43 3.37 0.80 0.113
H 0.81 1.84 -1.96 0.123
H 0.94 3.74 -1.65 0.128
H -1.21 1.71 -2.70 0.091
H -2.59 1.76 -1.39 0.103
H -2.07 3.32 -2.39 0.082
H 5.65 1.72 0.17 0.096
H 6.21 0.48 1.42 0.077
H 6.06 0.23 -3.23 0.069
H 6.19 1.82 -2.29 0.082
H 8.93 0.39 -2.12 0.054
H 8.36 0.45 -3.93 0.071
H 8.54 2.06 -2.87 0.073
H 2.63 0.20 5.61 0.113
H 2.15 -1.56 5.82 0.116
H 4.97 -1.40 5.08 0.063
H 4.20 -2.13 6.41 0.079
H 2.65 -4.36 2.86 0.144
H 1.55 -3.12 2.07 0.104
H 0.64 -2.69 4.74 0.077
H 1.60 -4.34 5.10 0.126
H 0.28 -5.28 2.88 0.137
H -0.66 -3.70 2.97 0.114
H -2.78 -4.60 5.70 0.129
H -1.91 -3.11 4.91 0.126
H -2.74 -4.07 2.52 0.076
H -3.68 -5.44 3.40 0.086
H -4.12 -3.58 3.65 0.069
C -7.12 -1.45 1.36 -0.096
C -5.82 -2.16 1.72 -0.331
O -6.10 -3.43 2.29 -0.106
H -7.74 -1.33 2.25 0.078
H -6.92 -0.47 0.93 0.075
H -7.70 -2.05 0.65 0.072
H -5.26 -1.57 2.45 0.111
H -5.20 -2.30 0.83 0.110
H -6.59 -3.94 1.63 0.088
C -5.55 5.25 -2.86 -0.083
C -4.47 4.92 -3.87 -0.306
O -3.94 3.63 -3.60 -0.108
H -5.15 5.23 -1.84 0.082
H -5.97 6.25 -3.05 0.073
H -6.36 4.52 -2.90 0.036
H -3.66 5.64 -3.80 0.084
H -4.87 4.94 -4.89 0.112
H -4.67 2.99 -3.67 0.085
C -10.14 2.91 -3.05 -0.094
C -8.88 3.65 -3.45 -0.330
O -7.81 2.73 -3.64 -0.101
H -9.97 2.35 -2.12 0.078
H -10.97 3.60 -2.89 0.075
H -10.42 2.18 -3.81 0.072
H -8.59 4.36 -2.67 0.107
H -9.04 4.20 -4.38 0.113
H -8.07 2.11 -4.33 0.087
C -2.54 9.17 -1.76 -0.093
C -2.55 7.83 -2.47 -0.316
O -3.68 7.74 -3.33 -0.109
H -3.46 9.31 -1.18 0.078
H -1.68 9.25 -1.09 0.075
H -2.50 9.99 -2.48 0.072
H -2.61 7.02 -1.74 0.117
H -1.64 7.70 -3.06 0.112
H -3.61 8.46 -3.97 0.095
```

Electronic energy   -140324.404 eV
Structure (SMILES)   C#CC[C@H](O[C@@](CCCCCOC(C)=O)(CCCCOC)CSCC)[C@](Br)(CN)OCCCOCC.CCO.CCO.CCO.CCO


# 2
ORCA calculation (wB97M-V/def2-TZVPD) on a structure of composition C35H78N9O5S2SiTi at a distorted geometry.

```
131
Properties=species:S:1:pos:R:3:mulliken_spin:R:1
Ti 0.98 -0.85 -1.69 1.215
N 3.17 -1.75 -0.93 0.004
C 4.41 -1.48 -0.22 0.005
C 4.12 -0.92 1.18 0.001
N 3.11 0.10 1.21 0.007
C 3.42 1.39 0.64 0.002
C 3.15 1.51 -0.87 0.023
N 1.78 1.10 -1.14 -0.003
H 3.39 -1.88 -1.92 0.007
H 2.75 -2.60 -0.57 -0.011
H 5.05 -2.38 -0.13 0.001
H 4.98 -0.75 -0.80 0.001
H 3.76 -1.74 1.82 -0.001
H 5.05 -0.53 1.62 0.000
H 2.27 -0.26 0.76 0.019
H 2.77 2.11 1.14 -0.001
H 4.46 1.65 0.86 0.000
H 3.32 2.57 -1.15 0.000
H 3.82 0.89 -1.46 -0.006
H 1.12 1.52 -0.47 -0.045
H 1.52 1.43 -2.07 0.010
C 0.73 -0.24 2.96 0.002
N 0.87 -1.63 3.29 0.000
C 0.93 -2.07 4.66 0.000
C 0.66 -3.58 4.53 0.000
N 0.85 -3.89 3.12 0.000
C 1.91 -4.84 2.83 0.000
C 0.87 -2.65 2.41 0.008
N 0.85 -2.49 1.14 0.019
C 0.49 -3.60 0.30 0.016
C -0.49 -3.10 -0.78 0.035
N 0.11 -2.60 -2.01 0.009
C -0.21 -3.26 -3.09 0.048
N -0.56 -4.64 -3.05 0.008
C 0.46 -5.53 -2.52 0.002
C -1.16 -5.01 -4.31 0.001
C -1.02 -3.77 -5.21 -0.001
N -0.31 -2.81 -4.40 0.013
C -0.49 -1.43 -4.79 0.047
H 0.11 0.25 3.71 -0.001
H 0.25 -0.16 1.98 0.006
H 1.69 0.26 2.91 0.001
H 0.16 -1.57 5.26 0.000
H 1.90 -1.86 5.11 0.000
H -0.38 -3.82 4.79 0.000
H 1.31 -4.18 5.16 0.000
H 1.90 -5.61 3.59 0.000
H 2.91 -4.38 2.80 0.000
H 1.73 -5.32 1.86 0.000
H -0.02 -4.39 0.88 -0.001
H 1.38 -4.06 -0.16 -0.011
H -1.04 -2.26 -0.33 -0.041
H -1.19 -3.91 -1.00 0.001
H 0.04 -6.18 -1.76 0.000
H 1.26 -4.93 -2.08 -0.003
H 0.90 -6.15 -3.32 -0.001
H -2.22 -5.27 -4.15 0.000
H -0.66 -5.88 -4.74 -0.001
H -2.01 -3.38 -5.50 0.001
H -0.46 -3.99 -6.12 0.000
H -0.08 -1.31 -5.80 0.001
H 0.04 -0.79 -4.08 -0.015
H -1.55 -1.15 -4.82 0.001
C -3.13 -0.27 -2.17 -0.019
O -1.80 -0.72 -1.98 0.079
C -0.70 0.11 -2.08 0.436
C -0.93 1.51 -2.60 0.006
H -3.37 0.58 -1.53 0.013
H -3.76 -1.12 -1.89 -0.005
H -3.35 -0.02 -3.22 0.009
H -1.90 1.63 -3.10 0.003
H -0.15 1.80 -3.31 0.017
H -0.90 2.20 -1.75 0.018
O 1.95 -0.67 -3.26 -0.035
S 2.65 -1.93 -3.96 0.013
C 3.30 -1.16 -5.49 0.001
C 4.81 -1.23 -5.65 0.001
C 5.58 -0.28 -4.73 -0.001
C 5.58 -0.69 -3.29 0.000
H 2.96 -0.12 -5.42 0.000
H 2.81 -1.64 -6.34 0.000
H 5.04 -0.98 -6.70 0.000
H 5.14 -2.26 -5.47 0.000
H 5.15 0.73 -4.83 0.000
H 6.61 -0.20 -5.14 0.000
H 6.12 0.02 -2.66 0.000
H 5.97 -1.70 -3.15 0.000
C 0.33 4.51 2.67 0.003
C -0.73 4.34 3.76 -0.001
C -0.05 3.95 5.08 0.000
C -1.51 5.65 3.93 0.000
O -1.63 3.31 3.45 0.000
Si -2.20 2.90 1.95 0.004
S -0.82 1.93 0.80 0.088
O -2.71 4.32 1.29 -0.003
C -3.75 4.54 0.38 -0.001
C -5.01 4.93 1.16 0.000
C -4.03 3.30 -0.48 0.002
C -3.31 5.70 -0.53 0.000
O -3.62 2.12 2.25 0.002
C -3.92 1.03 3.06 -0.001
C -2.90 -0.10 2.90 0.003
C -5.31 0.53 2.63 0.000
C -3.93 1.49 4.53 0.000
H 1.10 5.22 2.98 0.000
H -0.14 4.86 1.76 -0.001
H 0.79 3.55 2.46 -0.002
H 0.66 4.70 5.39 0.000
H 0.46 3.00 4.95 0.000
H -0.81 3.83 5.86 0.000
H -0.83 6.47 4.14 0.000
H -2.23 5.56 4.74 0.000
H -2.04 5.85 3.00 0.000
H -5.25 4.11 1.84 0.000
H -5.85 5.11 0.50 0.000
H -4.82 5.83 1.74 0.000
H -4.39 2.51 0.16 0.000
H -3.11 2.97 -0.95 0.000
H -4.77 3.53 -1.24 0.000
H -3.09 6.58 0.08 0.000
H -4.10 5.95 -1.24 0.000
H -2.41 5.42 -1.07 0.000
H -2.78 -0.35 1.84 -0.001
H -3.22 -0.98 3.45 0.000
H -1.94 0.24 3.27 -0.001
H -5.25 0.15 1.61 0.000
H -6.02 1.36 2.65 0.000
H -5.66 -0.26 3.28 0.000
H -2.98 1.97 4.73 0.000
H -4.08 0.66 5.20 0.000
H -4.72 2.23 4.68 0.000
```

2S+1   3
Electronic energy   -113874.340 eV
Charge   -1
<S²>   2.005


# 3
ORCA calculation (wB97M-V/def2-TZVPD) on a cluster of 5 separate species, C35H78O12 in total at a distorted geometry.

```
125
Properties=species:S:1:pos:R:3:lowdin_charge:R:1
C 6.90 0.46 -0.46 -0.151
C 7.26 1.55 -1.63 -0.261
C 5.80 2.08 -2.24 -0.235
C 5.09 3.10 -1.15 -0.213
C 4.07 4.07 -2.00 -0.220
C 2.47 3.70 -1.77 -0.210
C 1.82 4.47 -0.43 -0.196
C 0.74 5.67 -0.85 -0.205
C -0.64 5.63 0.05 -0.214
C -1.55 4.30 -0.23 -0.166
C -2.70 4.50 -1.41 -0.171
O -2.11 4.94 -2.69 -0.076
C -2.67 4.07 -3.73 -0.265
O -4.02 4.15 -3.91 -0.011
O -1.95 3.17 -4.63 -0.040
C -0.66 2.73 -4.09 -0.175
C -0.70 1.39 -3.15 -0.177
C -1.95 0.37 -3.42 -0.194
C -2.60 0.03 -1.94 -0.210
C -3.74 -1.16 -1.96 -0.153
C -3.91 -1.71 -0.39 -0.212
O -3.47 -0.71 0.61 -0.268
C -4.50 0.30 0.87 -0.119
H 7.77 -0.31 -0.24 0.076
H 6.63 1.07 0.52 0.081
H 5.92 -0.12 -0.82 0.078
H 7.86 1.08 -2.53 0.105
H 7.80 2.51 -1.19 0.098
H 5.07 1.16 -2.45 0.117
H 6.04 2.58 -3.26 0.102
H 5.88 3.81 -0.62 0.114
H 4.52 2.52 -0.31 0.112
H 4.26 5.23 -1.80 0.119
H 4.28 3.89 -3.15 0.098
H 1.90 4.14 -2.70 0.082
H 2.28 2.53 -1.67 0.117
H 2.74 4.89 0.19 0.111
H 1.28 3.69 0.28 0.100
H 0.42 5.60 -1.99 0.097
H 1.30 6.71 -0.74 0.115
H -1.28 6.62 -0.06 0.121
H -0.28 5.56 1.19 0.116
H -0.85 3.37 -0.41 0.098
H -2.17 4.08 0.76 0.119
H -3.18 3.42 -1.55 0.125
H -3.57 5.23 -1.05 0.150
H 0.02 2.46 -5.03 0.148
H -0.06 3.55 -3.50 0.106
H -0.60 1.60 -1.98 0.102
H 0.29 0.77 -3.42 0.123
H -1.50 -0.67 -3.81 0.116
H -2.73 0.72 -4.22 0.121
H -2.99 1.05 -1.51 0.093
H -1.68 -0.31 -1.26 0.134
H -4.78 -0.69 -2.25 0.112
H -3.45 -2.03 -2.69 0.114
H -3.21 -2.67 -0.32 0.120
H -5.01 -2.11 -0.18 0.128
H -5.50 0.13 0.26 0.102
H -4.08 1.35 0.49 0.093
H -4.83 0.38 2.01 0.101
C -1.48 -7.30 -3.65 -0.106
O -1.37 -7.45 -2.24 -0.207
C -0.77 -6.30 -1.62 -0.193
C -1.83 -5.43 -0.95 -0.186
O -2.69 -4.81 -1.92 -0.215
C -3.95 -5.46 -2.00 -0.103
H -2.12 -8.11 -4.03 0.090
H -1.93 -6.34 -3.93 0.084
H -0.50 -7.39 -4.11 0.087
H -0.19 -5.73 -2.35 0.126
H -0.08 -6.68 -0.86 0.119
H -1.32 -4.61 -0.41 0.126
H -2.41 -6.00 -0.22 0.103
H -4.55 -5.23 -1.11 0.084
H -3.85 -6.55 -2.10 0.085
H -4.48 -5.09 -2.88 0.090
C 11.00 1.47 3.36 -0.111
O 11.96 1.77 2.36 -0.196
C 11.67 1.13 1.11 -0.193
C 11.04 2.12 0.12 -0.189
O 9.74 2.53 0.54 -0.224
C 9.75 3.83 1.12 -0.107
H 11.17 2.14 4.21 0.090
H 9.98 1.61 3.00 0.083
H 11.14 0.44 3.70 0.086
H 11.02 0.26 1.26 0.124
H 12.62 0.78 0.70 0.123
H 10.91 1.61 -0.85 0.123
H 11.69 2.98 -0.04 0.126
H 9.87 4.58 0.33 0.087
H 10.53 3.94 1.87 0.085
H 8.78 4.00 1.60 0.089
C -6.70 4.11 5.76 -0.111
O -7.02 5.00 4.69 -0.196
C -5.93 5.17 3.78 -0.194
C -6.15 4.35 2.50 -0.190
O -6.08 2.94 2.77 -0.212
C -7.37 2.34 2.81 -0.112
H -7.62 3.86 6.29 0.090
H -6.25 3.18 5.39 0.083
H -6.01 4.60 6.45 0.086
H -4.98 4.91 4.26 0.125
H -5.90 6.23 3.52 0.123
H -5.34 4.58 1.80 0.116
H -7.10 4.61 2.02 0.127
H -7.78 2.27 1.80 0.088
H -8.05 2.90 3.46 0.085
H -7.26 1.33 3.22 0.087
C -1.97 -8.25 1.31 -0.104
O -3.02 -7.45 1.86 -0.206
C -4.31 -8.02 1.63 -0.193
C -4.85 -8.70 2.89 -0.193
O -4.08 -9.87 3.22 -0.196
C -3.18 -9.63 4.29 -0.111
H -1.02 -7.87 1.70 0.096
H -2.07 -9.30 1.60 0.089
H -1.97 -8.17 0.22 0.069
H -4.28 -8.72 0.78 0.129
H -4.98 -7.20 1.36 0.120
H -5.87 -9.04 2.69 0.123
H -4.88 -8.00 3.73 0.125
H -3.73 -9.56 5.23 0.086
H -2.59 -8.72 4.14 0.084
H -2.49 -10.47 4.36 0.089
```

Energy above the lowest of the compared OMol25 structures with the same formula, charge and spin   429.4 kJ/mol
Structure (SMILES)   CCCCCCCCCCCOC(=O)OCCCCCCOC.COCCOC.COCCOC.COCCOC.COCCOC